Entry 1:
{
  "formula": "C82H95BN8O3P2TeY",
  "method": "ωB97M-V with the def2-TZVPD basis set",
  "spin_multiplicity": 2,
  "e_homo_ev": [-4.87, -6.53],
  "lumo_energy_ha": [-0.0192, -0.0191],
  "e_above_lowest_kj_mol": 32.78,
  "max_force_ha_per_bohr": 0.044,
  "s2": 0.77,
  "orbital_gap_ha": [0.15974, 0.22085],
  "elements": ["Y", "C", "O", "C", "N", "C", "C", "C", "C", "C", "C", "C", "C", "C", "C", "C", "C", "N", "C", "N", "C", "C", "O", "C", "C", "C", "C", "C", "C", "H", "H", "H", "H", "H", "H", "H", "H", "H", "H", "H", "H", "H", "H", "H", "H", "H", "H", "H", "C", "C", "C", "C", "P", "C", "N", "B", "N", "C", "P", "C", "C", "C", "C", "C", "C", "C", "C", "C", "C", "C", "C", "C", "C", "C", "C", "C", "C", "H", "H", "H", "H", "H", "H", "H", "H", "H", "H", "H", "H", "H", "H", "H", "H", "H", "H", "H", "H", "H", "H", "H", "H", "H", "H", "H", "H", "H", "H", "H", "H", "H", "H", "H", "H", "H", "H", "H", "H", "H", "H", "H", "H", "C", "C", "C", "C", "C", "C", "N", "N", "C", "C", "C", "C", "C", "C", "H", "H", "H", "H", "H", "H", "H", "H", "H", "C", "C", "C", "C", "C", "C", "Te", "N", "C", "O", "C", "C", "C", "C", "C", "C", "C", "C", "C", "C", "C", "C", "C", "C", "C", "C", "H", "H", "H", "H", "H", "H", "H", "H", "H", "H", "H", "H", "H", "H", "H", "H", "H", "H", "H", "H", "H", "H", "H"],
  "coordinates": [[-0.1155, 0.2060, -0.0906], [4.4608, 2.6290, -1.9485], [3.5334, 2.1826, -2.9755], [2.6618, 1.3680, -2.3362], [2.7924, 1.1504, -1.1021], [3.8955, 2.0368, -0.6417], [4.9785, 1.4407, 0.2293], [5.0807, 1.8571, 1.5514], [6.1672, 1.4798, 2.3311], [7.1721, 0.6905, 1.7895], [7.0662, 0.2459, 0.4784], [5.9715, 0.6117, -0.2909], [1.5034, 1.0167, -3.2068], [1.6452, 0.9308, -4.5860], [0.5136, 0.8207, -5.3546], [-0.7226, 0.9928, -4.7428], [-0.7568, 1.1728, -3.3811], [0.3161, 1.0495, -2.6047], [-1.9307, 1.8177, -2.7277], [-1.9731, 2.0996, -1.5231], [-3.0133, 3.1248, -1.3304], [-3.7163, 3.1473, -2.7128], [-2.8963, 2.2804, -3.5524], [-2.3928, 4.4536, -0.9524], [-1.6763, 5.1899, -1.8915], [-1.1085, 6.4059, -1.5459], [-1.2273, 6.8815, -0.2449], [-1.9199, 6.1373, 0.7009], [-2.5080, 4.9297, 0.3450], [5.4505, 2.2517, -2.1916], [4.4778, 3.7129, -1.9366], [3.4128, 2.8138, -0.0576], [4.3073, 2.4970, 1.9675], [6.2369, 1.8191, 3.3580], [8.0349, 0.4238, 2.3892], [7.8466, -0.3723, 0.0477], [5.9088, 0.2692, -1.3194], [2.6250, 0.9893, -5.0404], [0.5912, 0.6848, -6.4262], [-1.6472, 1.0303, -5.3064], [-3.6825, 2.8149, -0.5282], [-4.7304, 2.7496, -2.6910], [-3.7410, 4.1406, -3.1456], [-1.5549, 4.8141, -2.9064], [-0.5603, 6.9781, -2.2851], [-0.7692, 7.8255, 0.0300], [-1.9987, 6.4941, 1.7216], [-3.0469, 4.3471, 1.0861], [-0.6315, -4.8368, 4.6851], [0.2241, -3.5569, 4.6978], [0.5631, -3.1384, 6.1291], [1.5339, -3.9295, 3.9808], [-0.6619, -2.3036, 3.5806], [0.4238, -0.7464, 3.6565], [1.5706, -0.8169, 2.7501], [1.5429, -0.9216, 1.2775], [2.8678, -1.5062, 1.0024], [3.4546, -2.1213, -0.1650], [2.3291, -2.4108, -1.5959], [1.4944, -4.0569, -1.1793], [1.0668, -3.9991, 0.2939], [0.2355, -4.1251, -2.0638], [2.3008, -5.3428, -1.3512], [3.6750, -2.7937, -2.8747], [2.9868, -3.3595, -4.1270], [4.8278, -3.7016, -2.4365], [4.2920, -1.4510, -3.2860], [3.6285, -1.5516, 2.1769], [4.9384, -1.9471, 2.3875], [5.4597, -1.8720, 3.6823], [4.6820, -1.4062, 4.7337], [3.3600, -1.0108, 4.5225], [2.8367, -1.0970, 3.2415], [-2.2800, -1.7141, 4.4390], [-3.3427, -2.0192, 3.3643], [-2.2524, -0.2069, 4.7144], [-2.7404, -2.4103, 5.7246], [-0.0468, -5.6703, 5.0926], [-0.9208, -5.0951, 3.6594], [-1.5384, -4.7496, 5.2815], [1.2600, -3.8704, 6.5618], [-0.3101, -3.1039, 6.7770], [1.0635, -2.1642, 6.1572], [1.9019, -4.8828, 4.3789], [2.3145, -3.1915, 4.1347], [1.3757, -4.0458, 2.9057], [0.7681, -0.5709, 4.6731], [-0.2039, 0.0892, 3.3637], [3.8921, -3.0817, 0.1224], [4.2758, -1.5038, -0.5411], [0.4508, -3.1334, 0.5319], [1.9429, -3.9922, 0.9462], [0.4870, -4.9041, 0.5269], [-0.3609, -3.2150, -1.9559], [-0.3891, -4.9766, -1.7616], [0.4852, -4.2505, -3.1238], [3.1556, -5.3725, -0.6705], [2.6522, -5.5085, -2.3687], [1.6487, -6.1867, -1.0954], [2.6279, -4.3786, -3.9817], [2.1331, -2.7371, -4.4188], [3.6970, -3.3775, -4.9628], [4.5167, -4.7200, -2.2256], [5.3420, -3.3104, -1.5533], [5.5614, -3.7437, -3.2493], [5.1073, -1.6233, -3.9979], [4.7030, -0.9007, -2.4381], [3.5495, -0.8256, -3.7694], [5.5581, -2.2957, 1.5703], [6.4879, -2.1665, 3.8615], [5.0986, -1.3606, 5.7333], [2.7570, -0.6620, 5.3531], [-3.4182, -3.1004, 3.1953], [-3.0757, -1.5578, 2.4141], [-4.3281, -1.6390, 3.6728], [-2.1511, 0.3767, 3.7996], [-1.4412, 0.0646, 5.3977], [-3.1974, 0.0889, 5.1847], [-2.9125, -3.4775, 5.5883], [-3.7020, -1.9657, 6.0111], [-2.0553, -2.2586, 6.5580], [2.7903, 5.7184, -0.3062], [2.5231, 5.4547, 1.0381], [1.6513, 4.4391, 1.4093], [1.0453, 3.6326, 0.4321], [1.3333, 3.8956, -0.9161], [2.1823, 4.9294, -1.2787], [0.1322, 2.6298, 0.7303], [-0.5985, 2.9215, 1.8223], [-1.7255, 2.1423, 1.9849], [-2.6409, 2.6460, 2.9402], [-3.9149, 2.1171, 3.0403], [-4.2909, 1.0704, 2.1938], [-3.3476, 0.5434, 1.3092], [-2.0327, 1.0045, 1.1780], [3.4476, 6.5345, -0.5875], [2.9975, 6.0596, 1.8052], [1.4212, 4.2478, 2.4495], [0.8352, 3.2915, -1.6644], [2.3621, 5.1322, -2.3325], [-2.3269, 3.4863, 3.5512], [-4.6195, 2.5110, 3.7668], [-5.2888, 0.6416, 2.2620], [-3.6789, -0.3036, 0.6992], [-10.4273, -2.2483, -2.8834], [-8.9820, -1.9473, -2.5797], [-8.6190, -0.8094, -1.8725], [-7.2836, -0.4859, -1.6324], [-6.9928, 0.7472, -0.7919], [-6.3034, -1.3419, -2.1469], [-4.3578, -0.4715, -2.3151], [-2.8567, -1.4533, -1.6971], [-2.5146, -2.1347, -0.5894], [-1.3807, -2.0260, -0.1208], [-3.3607, -3.2203, 0.0287], [-2.7159, -4.4198, 0.3181], [-3.4452, -5.5233, 0.7370], [-4.8217, -5.4291, 0.9032], [-5.4607, -4.2166, 0.6785], [-4.7304, -3.1195, 0.2415], [-4.2413, -0.9710, -4.3818], [-5.2800, -0.3705, -5.0945], [-5.4244, -0.5744, -6.4556], [-4.5028, -1.3726, -7.1168], [-3.4569, -1.9499, -6.4112], [-3.2933, -1.7765, -5.0341], [-2.1485, -2.5066, -4.3622], [-6.6382, -2.5467, -2.7801], [-5.6011, -3.5675, -3.1979], [-7.9767, -2.8216, -2.9922], [-11.0847, -1.4948, -2.4526], [-10.7157, -3.2243, -2.4892], [-10.5932, -2.2684, -3.9621], [-9.3932, -0.1518, -1.4879], [-7.6246, 0.7354, 0.0968], [-7.2206, 1.6670, -1.3355], [-5.9652, 0.8064, -0.4403], [-1.6394, -4.4715, 0.2010], [-2.9390, -6.4621, 0.9318], [-5.3927, -6.2925, 1.2244], [-6.5303, -4.1206, 0.8338], [-5.2374, -2.1772, 0.0955], [-5.9990, 0.2639, -4.5805], [-6.2525, -0.1231, -6.9900], [-4.5998, -1.5503, -8.1815], [-2.7420, -2.5765, -6.9355], [-1.5137, -2.9730, -5.1179], [-2.5195, -3.2907, -3.7001], [-1.5382, -1.8497, -3.7516], [-4.6170, -3.3360, -2.7922], [-5.5244, -3.6292, -4.2870], [-5.8846, -4.5530, -2.8259], [-8.2470, -3.7471, -3.4954]],
  "mulliken_charge": [-3.653, -0.910, -0.487, -0.459, 0.452, 1.716, -0.039, 0.105, -0.751, -0.567, -1.042, 0.559, -0.478, -0.686, -1.580, -0.088, -0.467, 1.776, -1.198, 1.313, 0.627, -0.687, -0.505, 0.078, -0.368, -0.844, -0.484, -0.859, 0.114, 0.459, 0.318, -1.201, 0.472, 0.410, 0.404, 0.422, -0.013, 0.672, 0.510, 0.667, 0.375, -0.002, 0.462, 0.256, 0.367, 0.395, 0.397, 0.507, -1.916, 2.366, -1.772, -2.497, 1.128, -1.602, 0.562, 4.333, 1.010, -2.585, 0.713, 2.574, -2.828, -1.969, -2.317, 1.943, -1.919, -1.945, -0.797, 0.445, -0.314, -1.006, -1.080, -0.569, -0.106, 2.689, -1.835, -1.572, -2.073, 0.569, 0.212, 0.294, 0.456, 0.412, 0.189, 0.767, 0.321, 0.176, 0.493, -0.187, 1.065, 0.037, -0.331, 0.883, 1.106, -0.099, 0.488, 0.420, 0.364, 0.539, 0.468, 0.303, 0.274, 0.510, 0.285, 0.208, 0.615, 0.813, -0.517, -0.153, 0.411, 0.405, 0.396, 0.552, 0.537, -0.538, 0.671, -0.010, 0.344, 0.525, 0.313, 0.509, 0.325, -0.781, -1.013, -0.500, -0.331, 1.168, -1.199, 2.073, -0.821, -0.434, -0.570, -1.178, -0.775, 0.483, 2.362, 0.465, 0.389, 0.531, -0.488, 0.470, 0.350, 0.282, 0.405, -0.633, -1.623, 0.786, -0.865, 0.592, -1.173, 0.370, -0.045, 0.487, -0.889, 0.643, 1.189, -0.120, -0.731, -0.884, -0.947, -0.414, 0.996, -0.929, -0.728, -0.856, -0.639, 0.708, -0.479, 1.363, -1.501, -0.776, 0.365, 0.355, 0.331, 0.387, 0.496, 0.403, -0.243, 0.102, 0.463, 0.378, 0.506, 0.707, 0.391, 0.436, 0.400, 0.447, 0.565, 0.161, -0.388, -0.452, 0.443, 0.550, 0.464]
}


Entry 2:
{
  "formula": "C29H31Br4Ge2NO6Ta",
  "method": "ωB97M-V with the def2-TZVPD basis set",
  "spin_multiplicity": 1,
  "e_homo_ev": -15.75,
  "lumo_energy_ha": -0.3823,
  "e_above_lowest_kj_mol": 0.00,
  "max_force_ha_per_bohr": 0.013,
  "total_charge": 3,
  "orbital_gap_ha": 0.19636,
  "elements": ["Ta", "O", "C", "O", "C", "C", "C", "C", "C", "N", "C", "O", "O", "H", "H", "H", "H", "H", "C", "C", "Ge", "C", "C", "C", "C", "Ge", "C", "C", "C", "C", "C", "C", "C", "C", "C", "C", "H", "H", "H", "H", "H", "H", "H", "H", "H", "H", "H", "H", "H", "H", "H", "H", "H", "H", "H", "H", "H", "H", "H", "H", "H", "H", "Br", "C", "C", "Br", "C", "Br", "C", "O", "C", "O", "C", "Br"],
  "coordinates": [[1.4510, -1.2113, 0.7080], [2.5195, -4.8987, 2.6867], [2.4658, -3.7230, 2.1655], [1.4368, -3.1815, 1.7475], [3.7539, -2.9882, 2.0618], [4.9935, -3.4450, 2.4785], [6.0825, -2.6108, 2.2757], [5.9009, -1.3696, 1.6717], [4.6265, -0.9979, 1.2881], [3.5724, -1.7979, 1.4877], [4.1920, 0.2710, 0.6296], [5.0004, 1.2241, 0.3058], [2.9875, 0.4052, 0.4066], [1.6515, -5.3454, 2.7235], [5.0967, -4.4177, 2.9407], [7.0719, -2.9234, 2.5845], [6.7580, -0.7263, 1.5162], [5.9394, 1.0682, 0.4949], [0.5057, 3.3644, 3.2280], [1.3279, 2.3186, 2.4709], [0.2800, 0.8382, 1.7538], [0.3501, -0.7621, 3.0317], [-0.4312, -0.2768, 4.2829], [-1.5440, 1.3373, 1.3469], [-2.0950, 1.4218, 0.1351], [-1.4576, 0.8641, -1.6107], [-2.5871, -0.2716, -2.7031], [-3.5846, 0.4782, -3.6017], [0.2022, 1.5517, -2.3536], [-0.0459, 2.8160, -3.1945], [-3.4040, 2.0347, -0.1816], [-3.4224, 2.9222, -1.2625], [-4.6091, 3.5122, -1.6768], [-5.7839, 3.2089, -1.0067], [-5.7728, 2.3215, 0.0668], [-4.5906, 1.7288, 0.4796], [1.1531, 4.1827, 3.5402], [0.0334, 2.9627, 4.1238], [-0.2751, 3.7883, 2.5962], [2.1106, 1.8874, 3.1018], [1.8249, 2.7843, 1.6168], [1.3778, -1.0084, 3.3545], [-0.1405, -1.6942, 2.7243], [-0.0206, 0.6453, 4.6908], [-0.3877, -1.0370, 5.0607], [-1.4777, -0.1118, 4.0313], [-2.1104, 1.7469, 2.1846], [-3.1079, -0.9538, -2.0293], [-1.8908, -0.8519, -3.3138], [-4.3494, 0.9802, -3.0141], [-4.0727, -0.2501, -4.2483], [-3.0992, 1.2150, -4.2417], [0.6302, 0.7504, -2.9618], [0.8950, 1.7452, -1.5322], [-0.7706, 2.6480, -3.9911], [0.8910, 3.1160, -3.6619], [-0.3902, 3.6506, -2.5841], [-2.4847, 3.2325, -1.7335], [-4.6146, 4.2142, -2.4995], [-6.7132, 3.6672, -1.3163], [-6.6963, 2.0902, 0.5802], [-4.5901, 1.0198, 1.2981], [0.3278, -3.5765, -5.6902], [0.1227, -3.1007, -3.8966], [-1.0222, -3.5003, -3.1790], [-2.3589, -4.5031, -4.0134], [-1.1865, -3.1339, -1.8386], [-2.6610, -3.6229, -0.7911], [-0.2055, -2.3538, -1.2658], [-0.1794, -1.8949, 0.0368], [0.9411, -1.9930, -1.9555], [1.8288, -1.3316, -1.1546], [1.1287, -2.3483, -3.2754], [2.7025, -1.8004, -4.1299]],
  "mulliken_charge": [2.059, -0.391, 0.209, -0.479, 0.609, -0.751, -0.738, -0.949, 1.349, -0.220, 0.389, -0.397, -0.674, 0.441, 0.601, 0.501, 0.337, 0.314, -1.314, -0.393, 0.084, -0.904, -1.326, -0.145, 0.754, -0.873, 0.269, -1.329, 0.600, -1.461, 0.199, -0.408, -0.732, -0.522, -0.666, -0.652, 0.419, 0.310, 0.342, 0.416, 0.481, 0.413, 0.602, 0.346, 0.448, 0.359, 0.725, 0.339, 0.104, 0.295, 0.441, 0.289, 0.147, 0.178, 0.333, 0.440, 0.434, 0.373, 0.457, 0.447, 0.441, 0.497, -0.065, 0.439, 0.284, -0.045, -0.428, -0.013, 0.155, -0.374, -0.010, -0.179, -0.196, -0.039]
}


Entry 3:
{
  "formula": "ClH4N2OP",
  "method": "ωB97M-V with the def2-TZVPD basis set",
  "spin_multiplicity": 1,
  "e_homo_ev": -10.77,
  "lumo_energy_ha": 0.0023,
  "e_above_lowest_kj_mol": 199.29,
  "max_force_ha_per_bohr": 0.094,
  "orbital_gap_ha": 0.39798,
  "elements": ["N", "N", "O", "P", "Cl", "H", "H", "H", "H"],
  "coordinates": [[0.8694, 1.3109, -0.0607], [-0.0933, -1.1544, 0.1724], [2.4713, -0.8095, 0.0048], [1.1227, -0.2754, 0.0234], [-3.6570, -0.0082, 0.0678], [1.6625, 1.7964, -0.2378], [-0.1348, 1.5454, -0.0134], [-2.2764, -0.3355, 0.0854], [0.0354, -2.0698, -0.0419]],
  "mulliken_charge": [-0.393, -0.562, -0.572, 0.820, -0.316, 0.243, 0.275, 0.274, 0.231]
}


Entry 4:
{
  "formula": "C10H17N3O2",
  "method": "ωB97M-V with the def2-TZVPD basis set",
  "spin_multiplicity": 1,
  "e_homo_ev": -7.98,
  "lumo_energy_ha": 0.0285,
  "e_above_lowest_kj_mol": 0.00,
  "max_force_ha_per_bohr": 0.014,
  "orbital_gap_ha": 0.32175,
  "smiles": "CCCCn1cnc(C(=O)OCC)c1N",
  "elements": ["C", "C", "C", "H", "H", "C", "N", "C", "C", "N", "C", "H", "C", "O", "O", "C", "C", "H", "H", "H", "H", "H", "N", "H", "H", "H", "H", "H", "H", "H", "H", "H"],
  "coordinates": [[3.1250, 2.6181, -0.7320], [3.3357, 1.5443, 0.3293], [3.8374, 0.2167, -0.2401], [4.7730, 0.3786, -0.7794], [4.0416, -0.4650, 0.5881], [2.8483, -0.4547, -1.2003], [1.5631, -0.6620, -0.5861], [0.3903, -0.0337, -0.8746], [-0.5370, -0.4996, 0.0545], [0.0738, -1.3995, 0.8903], [1.3002, -1.4725, 0.4925], [2.0498, -2.0997, 0.9306], [-1.9312, -0.1170, 0.0565], [-2.3942, 0.6703, -0.7570], [-2.6573, -0.7092, 1.0036], [-4.0421, -0.3803, 1.0529], [-4.5645, -0.7012, 2.4414], [-4.4000, -1.7517, 2.6643], [-4.0421, -0.1049, 3.1845], [-5.6281, -0.4853, 2.4927], [-4.5695, -0.9671, 0.2905], [-4.1659, 0.6818, 0.8112], [0.2159, 0.9254, -1.8342], [0.6666, 0.7688, -2.7245], [-0.7687, 1.1702, -1.9032], [3.2525, -1.4233, -1.5162], [2.7118, 0.1684, -2.0859], [2.3999, 1.3789, 0.8668], [4.0725, 1.8967, 1.0544], [2.2710, 2.3828, -1.3613], [4.0107, 2.7200, -1.3564], [2.9312, 3.5761, -0.2562]],
  "mulliken_charge": [-1.061, -0.317, -0.632, 0.428, 0.323, -0.979, 0.076, 0.393, 0.434, -0.665, -0.350, 0.454, 0.526, -0.748, -0.274, -0.221, -1.187, 0.306, 0.302, 0.392, 0.271, 0.323, -0.420, 0.234, 0.245, 0.290, 0.389, 0.230, 0.367, 0.209, 0.304, 0.357]
}